1.
DFT (ωB97M-V with the def2-TZVPD basis set) results for 10 unconnected molecules or ions with the total composition C9H36ClN18O13 in a non-equilibrium geometry.

CARTESIAN COORDINATES (ANGSTROEM)
Cl (51.10, -6.84, -12.15)
O (50.51, -7.47, -13.34)
O (52.30, -6.13, -12.49)
O (50.06, -6.04, -11.62)
O (51.44, -7.83, -11.17)
C (55.40, -6.49, -10.39)
O (56.22, -6.21, -9.49)
N (54.12, -6.69, -10.07)
N (55.79, -6.77, -11.63)
H (53.85, -6.58, -9.11)
H (53.47, -7.00, -10.78)
H (55.14, -7.05, -12.35)
H (56.78, -6.73, -11.76)
C (49.96, -3.31, -8.91)
O (49.06, -4.10, -8.61)
N (50.96, -3.59, -9.76)
N (49.86, -1.99, -8.60)
H (50.87, -4.56, -10.04)
H (51.84, -3.11, -9.87)
H (49.24, -1.71, -7.87)
H (50.28, -1.34, -9.24)
C (47.14, -2.77, -12.37)
O (46.37, -3.65, -12.77)
N (46.73, -1.56, -11.90)
N (48.48, -2.91, -12.33)
H (47.47, -0.90, -11.73)
H (45.78, -1.26, -11.90)
H (49.00, -2.29, -11.73)
H (48.82, -3.86, -12.35)
C (50.15, -6.42, -17.39)
O (50.19, -7.66, -17.33)
N (50.16, -5.66, -18.53)
N (49.92, -5.70, -16.28)
H (50.07, -4.68, -18.35)
H (49.74, -6.11, -19.32)
H (49.87, -6.08, -15.34)
H (49.66, -4.74, -16.41)
C (47.19, -9.14, -16.46)
O (46.21, -9.88, -16.27)
N (47.91, -8.59, -15.48)
N (47.67, -8.99, -17.72)
H (48.80, -8.17, -15.69)
H (47.68, -8.65, -14.50)
H (47.12, -9.37, -18.47)
H (48.48, -8.41, -17.87)
C (51.67, -6.57, -7.04)
O (51.82, -5.60, -6.32)
N (50.56, -6.77, -7.83)
N (52.50, -7.65, -7.07)
H (50.46, -7.59, -8.41)
H (49.84, -6.08, -7.98)
H (52.14, -8.52, -7.39)
H (53.17, -7.62, -6.32)
C (53.83, -6.58, -15.75)
O (54.98, -6.68, -16.23)
N (53.23, -7.60, -15.10)
N (53.05, -5.49, -15.78)
H (52.33, -7.46, -14.67)
H (53.87, -8.34, -14.83)
H (53.41, -4.70, -16.29)
H (52.45, -5.33, -15.00)
C (54.76, -9.99, -13.17)
O (54.34, -10.22, -14.30)
N (56.01, -10.36, -12.75)
N (53.99, -9.59, -12.13)
H (56.58, -10.65, -13.52)
H (56.25, -10.17, -11.80)
H (54.27, -9.41, -11.19)
H (53.02, -9.65, -12.41)
C (52.91, -1.80, -11.69)
O (51.82, -1.57, -12.21)
N (53.49, -3.01, -11.64)
N (53.67, -0.78, -11.20)
H (54.45, -3.15, -11.37)
H (53.02, -3.78, -12.08)
H (54.63, -0.86, -10.92)
H (53.19, 0.00, -10.79)

Output
Total charge ... -1
Orbital gap ... 8.96 eV

***

2.
DFT (ωB97M-V with the def2-TZVPD basis set) results for a molecular structure, C9H36FN18O9Ti in a non-equilibrium geometry.

CARTESIAN COORDINATES (ANGSTROEM)
Ti (0.12, -0.16, 1.43)
F (-0.51, 1.38, -0.65)
C (0.43, 3.07, 2.41)
O (0.69, 1.92, 2.75)
N (-0.04, 3.45, 1.26)
N (0.52, 4.04, 3.27)
H (-0.16, 2.72, 0.58)
H (-0.35, 4.41, 1.21)
H (1.01, 3.97, 4.15)
H (-0.29, 4.62, 3.12)
C (-3.63, 3.05, -1.19)
O (-4.72, 3.63, -1.24)
N (-3.37, 2.18, -0.29)
N (-2.61, 3.27, -1.99)
H (-4.11, 1.95, 0.35)
H (-2.44, 1.81, -0.17)
H (-1.75, 2.87, -1.64)
H (-2.74, 4.07, -2.59)
C (1.60, 3.36, -2.69)
O (2.14, 4.12, -3.43)
N (0.79, 3.78, -1.78)
N (1.61, 2.03, -2.77)
H (1.13, 4.59, -1.29)
H (0.45, 2.97, -1.27)
H (2.07, 1.61, -3.56)
H (1.07, 1.49, -2.10)
C (-2.75, 0.48, 3.17)
O (-2.12, -0.12, 2.32)
N (-3.02, 1.74, 2.92)
N (-3.17, 0.12, 4.32)
H (-2.51, 2.09, 2.12)
H (-3.48, 2.26, 3.65)
H (-3.57, 0.76, 4.99)
H (-3.08, -0.87, 4.48)
C (2.81, -4.02, 1.91)
O (2.21, -4.39, 2.97)
N (4.00, -4.45, 1.67)
N (2.35, -3.22, 0.98)
H (4.47, -5.01, 2.38)
H (4.51, -4.04, 0.90)
H (1.51, -2.70, 1.18)
H (2.43, -3.81, 0.16)
C (-2.52, -0.64, -2.84)
O (-2.92, -1.60, -3.50)
N (-2.42, -0.68, -1.55)
N (-2.10, 0.48, -3.34)
H (-2.67, -1.59, -1.18)
H (-1.75, -0.07, -1.13)
H (-2.24, 1.16, -2.61)
H (-2.07, 0.64, -4.34)
C (3.29, 0.16, 0.55)
O (3.43, -0.04, 1.77)
N (2.47, 1.03, 0.02)
N (3.91, -0.52, -0.39)
H (2.24, 1.74, 0.70)
H (2.60, 1.29, -0.95)
H (4.65, -1.00, 0.11)
H (4.01, -0.16, -1.33)
C (2.01, -3.24, -2.45)
O (1.36, -4.01, -3.10)
N (1.65, -2.03, -2.24)
N (3.03, -3.64, -1.74)
H (0.76, -1.65, -2.53)
H (2.34, -1.42, -1.82)
H (3.27, -4.62, -1.71)
H (3.57, -3.07, -1.11)
C (-1.34, -3.03, 0.62)
O (-0.55, -2.12, 0.43)
N (-2.58, -2.97, 0.41)
N (-1.00, -4.32, 0.72)
H (-3.32, -3.63, 0.25)
H (-2.79, -1.99, 0.40)
H (-1.73, -5.01, 0.77)
H (-0.09, -4.48, 1.15)

Output
2S+1 ... 4
Expectation value of S² ... 3.75
Orbital gap (spin up / spin down) ... 4.53 / 8.39 eV

***

3.
DFT (ωB97M-V with the def2-TZVPD basis set) results for 9 unconnected molecules or ions with the total composition C9H36O9 in a non-equilibrium geometry.

CARTESIAN COORDINATES (ANGSTROEM)
C (0.04, -1.61, 3.59)
O (-0.29, -0.59, 2.68)
H (0.86, -1.25, 4.19)
H (-0.82, -1.94, 4.20)
H (0.46, -2.53, 3.17)
H (-0.20, -0.98, 1.79)
C (-2.83, 0.54, -0.53)
O (-1.51, 0.93, -1.01)
H (-3.06, -0.46, -0.92)
H (-2.94, 0.70, 0.54)
H (-3.51, 1.25, -1.00)
H (-0.89, 0.33, -0.56)
C (0.44, 2.31, 4.04)
O (-0.79, 1.69, 4.48)
H (1.24, 1.82, 4.59)
H (0.66, 2.10, 2.96)
H (0.35, 3.38, 4.22)
H (-0.99, 1.06, 3.82)
C (0.87, 3.78, -1.27)
O (1.82, 3.18, -0.29)
H (1.19, 3.76, -2.32)
H (-0.05, 3.20, -1.14)
H (0.60, 4.78, -0.93)
H (2.60, 3.65, -0.52)
C (-0.89, -3.22, -4.48)
O (-0.12, -3.72, -3.44)
H (-1.38, -3.92, -5.13)
H (-1.72, -2.61, -4.11)
H (-0.28, -2.57, -5.11)
H (0.68, -4.21, -3.75)
C (0.06, 1.64, -3.94)
O (0.65, 0.37, -3.85)
H (-0.51, 1.83, -3.05)
H (0.87, 2.41, -4.04)
H (-0.75, 1.79, -4.69)
H (0.56, 0.00, -4.71)
C (1.17, -1.80, -0.66)
O (0.62, -0.82, 0.28)
H (0.44, -2.50, -1.01)
H (1.69, -1.20, -1.51)
H (1.84, -2.39, -0.02)
H (1.42, -0.28, 0.39)
C (-3.11, -3.07, 2.14)
O (-3.10, -1.73, 1.81)
H (-2.40, -3.28, 2.92)
H (-4.13, -3.31, 2.45)
H (-3.05, -3.61, 1.20)
H (-2.25, -1.28, 1.99)
C (3.63, 1.36, 1.35)
O (2.59, 0.87, 0.48)
H (3.71, 2.44, 1.27)
H (3.63, 1.03, 2.40)
H (4.60, 0.96, 0.97)
H (2.26, 1.68, 0.08)

Output
Orbital gap ... 10.11 eV
SMILES string ... CO.CO.CO.CO.CO.CO.CO.CO.CO

***

4.
DFT (ωB97M-V with the def2-TZVPD basis set) results for 9 unconnected molecules or ions with the total composition C9H36O9 in a non-equilibrium geometry.

CARTESIAN COORDINATES (ANGSTROEM)
C (2.07, 2.15, -1.21)
O (1.06, 2.77, -0.41)
H (2.51, 1.31, -0.68)
H (1.57, 1.81, -2.12)
H (2.81, 2.91, -1.47)
H (0.92, 3.66, -0.76)
C (3.64, 1.12, 2.13)
O (4.87, 1.75, 1.81)
H (3.39, 0.39, 1.36)
H (3.66, 0.51, 3.03)
H (2.82, 1.85, 2.15)
H (4.62, 2.67, 1.66)
C (-3.01, -3.17, -0.67)
O (-3.57, -2.21, -1.56)
H (-3.44, -3.12, 0.33)
H (-3.12, -4.19, -1.04)
H (-1.95, -2.93, -0.55)
H (-3.64, -1.37, -1.10)
C (-2.50, 0.56, -0.32)
O (-3.88, 0.53, -0.49)
H (-2.29, 0.24, 0.70)
H (-1.94, -0.16, -0.92)
H (-2.13, 1.58, -0.42)
H (-4.25, 1.26, 0.02)
C (0.99, -3.53, -1.99)
O (0.38, -4.80, -1.96)
H (0.23, -2.79, -2.22)
H (1.48, -3.19, -1.07)
H (1.69, -3.36, -2.80)
H (0.11, -4.95, -1.06)
C (0.26, 3.79, 2.26)
O (-0.22, 4.45, 3.50)
H (-0.38, 4.15, 1.46)
H (1.33, 3.93, 2.10)
H (0.23, 2.72, 2.46)
H (-0.06, 5.39, 3.48)
C (-1.33, -1.70, 2.82)
O (-1.00, -1.91, 4.15)
H (-2.39, -1.86, 2.62)
H (-1.21, -0.64, 2.58)
H (-0.78, -2.28, 2.08)
H (-1.42, -2.72, 4.47)
C (0.64, -0.63, 0.20)
O (0.30, 0.55, 0.92)
H (1.42, -1.20, 0.72)
H (-0.24, -1.26, 0.19)
H (0.90, -0.40, -0.83)
H (0.75, 1.30, 0.51)
C (-0.26, 0.05, -3.79)
O (1.07, 0.06, -4.28)
H (-0.31, -0.71, -3.00)
H (-0.41, 1.05, -3.38)
H (-1.03, -0.05, -4.56)
H (1.02, 0.61, -5.06)

Output
Total charge ... +1
2S+1 ... 2
Expectation value of S² ... 0.76
Orbital gap (spin up / spin down) ... 9.98 / 2.48 eV

***

no.,electronic energy (eV)
1,-75883.8120
2,-81002.7908
3,-28339.5188
4,-28329.1151